# 1
Computed, not measured: a molecular structure, C22H30BaO2Si at a distorted geometry, with wB97M-V/def2-TZVPD.

Geometry (Å):
C 0.0851 3.3032 2.2686
H 4.7414 -0.8322 -5.2730
Si 0.0999 -0.0811 -1.9574
C 0.5427 -2.6070 4.0336
O -1.2645 -0.9687 3.8621
H -1.1425 2.1467 5.1706
H -2.9142 0.2727 3.8812
H -0.7248 -1.7511 -1.9212
H -1.2097 -2.4564 5.3163
H -1.9982 0.2089 5.4231
C -2.3757 -0.3802 4.5737
H 0.0379 3.8248 1.3112
C -1.1233 0.7727 -3.1217
C 3.8084 -0.7856 -4.7214
C -1.0373 2.9338 3.0693
C -0.9350 -2.3252 4.2616
C -1.3726 -2.6945 -2.2999
H 0.0817 0.7507 -4.9522
H -2.0863 3.1156 2.8337
H -3.0370 -1.1754 4.9506
H -1.4793 2.1897 -6.2449
C 1.7514 -1.8152 -3.9118
H 1.5482 2.1842 5.0766
Ba -0.0802 -0.0256 1.7731
C 2.9469 -1.8783 -4.6577
H 3.2026 -2.7851 -5.2117
H -1.1799 -3.5808 -1.7201
H 0.6780 -3.3634 3.2450
C -0.5400 2.4176 4.3037
H -3.7060 2.8095 -5.2866
C 2.5698 -1.2178 4.1054
H -2.4625 -2.4522 -2.1594
C -2.9978 2.2171 -4.7053
H -1.5558 -2.9992 3.6556
H 2.8337 -1.9994 4.8421
H 1.0386 -2.9590 4.9507
H 3.2663 -1.2669 3.2572
H 2.2870 3.2556 2.7040
C -0.8416 1.1138 -4.4685
C -3.3424 1.7621 -3.4175
H -2.7655 0.5915 -1.6961
C -2.4277 1.0187 -2.6557
H -1.3421 -2.9837 -3.3269
H 1.9123 1.4508 -2.9679
H 0.4457 0.4796 -0.5948
C -1.7449 1.8767 -5.2292
C 2.2345 0.4840 -3.3829
O 1.2318 -1.4175 3.6011
H 1.0669 -2.6719 -3.9143
H 2.5848 -0.2343 4.5928
C 1.4235 -0.6387 -3.1778
H 4.0360 1.3136 -4.2056
C 0.8801 2.4518 4.2551
C 1.2631 3.0091 3.0042
C 3.4294 0.4124 -4.1107
H -4.3410 1.9796 -3.0297

Atoms 1-6, force components in eV/Å:
-0.1 -0.3 0.1
-0.1 -0.1 0.0
-1.2 -1.4 0.5
1.2 0.1 -0.3
-0.3 -0.8 0.5
0.2 0.1 -0.3

Output
Gap between HOMO and LUMO ... 0.1564 hartree
Lowest unoccupied orbital energy ... -0.017 Eh
E ... -1321.5464 Eh
M ... 491.9 g/mol


# 2
Computed, not measured: C2H5N3O2 in the gas phase at a distorted geometry, with wB97M-V/def2-TZVPD.

Geometry (Å):
O 0.5727 -1.8592 -0.3190
N -0.2342 1.7068 -0.0023
H -0.8868 1.7782 0.7676
H 0.3836 2.5094 -0.0707
H -1.9826 -1.7293 0.1230
C 0.3907 0.4694 -0.0651
O 2.8571 0.4224 -0.3635
H 1.1952 -2.0205 0.4110
C 1.6804 0.3791 -0.3242
N -1.5729 -0.8668 -0.2254
N -0.2681 -0.7592 0.1745
H -2.1351 -0.0303 -0.1060

Atoms 1-6, force components in eV/Å:
-0.9 1.1 -0.5
-1.4 0.7 -0.1
0.3 0.2 0.3
-0.2 -0.4 0.1
0.0 0.6 0.4
1.7 -1.1 -0.8

Output
Gap between HOMO and LUMO ... 0.2790 hartree
SMILES ... NC(=C=O)N(N)O
Lowest unoccupied orbital energy ... 0.026 Eh
E ... -393.7816 Eh
M ... 103.1 g/mol


# 3
Computed, not measured: 3 unconnected molecules or ions with the total composition C18H33N2O9P at a distorted geometry, with wB97M-V/def2-TZVPD.

Geometry (Å):
C 0.0249 -3.1797 1.5542
H -1.4200 -5.5228 1.1409
C 2.4964 2.3404 -4.1118
C 0.8820 2.1862 -4.3448
C 3.4930 1.3011 -0.0783
H 4.2919 2.0958 0.3052
H 4.5319 -0.8295 0.1823
H -6.7018 0.2187 4.3408
H 3.2545 -1.4047 -2.2760
O 3.2765 2.1900 -5.2187
C -0.0977 -0.8891 -2.5139
H -4.9813 1.0875 2.9252
H -5.2646 -0.1442 1.6698
C -1.4898 -0.8473 -1.6286
H -2.5727 -3.0700 2.5503
O -6.3373 -1.7050 3.7331
C -1.4686 0.2087 -0.3748
C 2.4753 3.5250 -1.8830
H 1.0505 0.7662 -1.4361
O -4.3004 -0.8242 3.3462
H -7.3936 -0.2127 2.7568
O -4.4683 -2.9297 4.2240
C 4.4548 0.4058 2.2120
C 3.2886 4.9001 -1.3885
N -2.7456 0.2479 0.4420
O -0.5623 -3.4086 2.7651
H 4.6805 -0.4828 2.9392
H -1.6789 -1.9467 -1.2349
H 0.5760 1.5200 -5.2679
H -0.5761 0.0484 0.3862
H 2.6739 5.8286 -1.7585
H 2.6186 1.2925 2.5812
H 2.7540 -0.5782 0.9915
P 3.7273 1.0753 -1.9989
H -2.6757 -4.3984 0.5643
N 3.2099 2.5790 -2.8025
C -5.2468 0.0416 2.7489
O -0.7279 -3.6902 0.5363
C -4.9895 -1.9096 3.8051
H 4.4162 4.8991 -1.7060
H -1.3180 1.2904 -0.8436
H 2.4908 -0.4648 -3.7259
H -2.4214 0.4261 1.4349
H 5.4288 1.0222 1.9038
H 1.3739 -0.9490 -0.7094
O 3.5676 1.3727 2.9101
H 0.4526 3.2727 -4.5841
C -6.5293 -0.3395 3.4146
C 3.8120 -0.1009 0.7540
C 1.2294 -0.3591 -1.7098
H 2.4121 1.6473 0.2100
H -2.3794 -0.5284 -2.3503
H 3.1744 4.8945 -0.2001
C -1.8626 -3.9024 2.5050
H -3.2080 1.1626 0.1640
H 0.0424 -2.0233 -2.8442
C -1.7435 -4.4767 1.1305
C 2.6314 -0.4328 -2.5634
O 1.2513 3.3673 -1.3751
H 0.3660 1.8535 -3.3344
H -2.1478 -4.6537 3.2466
H -0.1849 -0.2686 -3.5128
O 1.0841 -2.5944 1.4021

Atoms 1-6, force components in eV/Å:
1.7 1.0 -0.1
0.0 0.1 0.0
3.3 -1.3 -6.2
-0.3 1.2 1.0
-0.4 0.0 0.8
-1.8 -1.5 -1.1

Output
Gap between HOMO and LUMO ... 0.2896 hartree
SMILES ... CC(=O)N(C(C)=O)P(CCCO)CCCCCN.O=C1OCCO1.O=C1OCCO1
Lowest unoccupied orbital energy ... 0.001 Eh
E ... -1833.4363 Eh
M ... 452.4 g/mol


# 4
Computed, not measured: a molecular structure, C16H31BeNP2S at a distorted geometry, with wB97M-V/def2-TZVPD.

Geometry (Å):
H -3.2053 4.2964 -0.0901
H 1.6630 -1.3556 0.2847
H -2.4945 2.8268 -2.7010
P -3.1723 1.8562 -0.5656
H 4.2908 0.7305 -2.1045
H -5.4836 2.8246 -0.7154
H -5.4848 1.1006 -0.0276
C 3.3849 -0.8239 -0.9191
C 1.2940 1.1052 -1.5359
H -0.6024 -3.5685 3.6908
C -4.9944 2.1042 -0.0186
C 1.1512 -1.3549 1.2845
C 1.0092 -2.8180 1.4261
C -2.3840 -0.9335 0.7670
H 1.5923 -0.8542 2.1681
H -1.7189 -3.7532 -0.5522
H 1.1086 2.4634 0.2046
H -2.4084 -4.4228 0.9601
S -3.8562 -0.5856 1.0851
H 3.8531 -0.7589 -2.9584
H 3.8450 1.9160 -0.8738
C 1.8086 1.8007 -0.3638
C -1.3610 -3.0555 3.0721
H -4.9833 2.5011 1.0220
H 2.9769 0.8506 1.8801
H -2.2359 -3.7250 3.0185
C 3.2494 1.9359 0.0306
C -2.5478 3.4389 0.1275
C 3.5323 -0.0479 -2.1717
C 3.6526 -0.4783 0.3561
C -3.4078 2.3627 -2.3354
H -0.7915 -5.0036 0.3893
H -4.2749 3.0174 -2.4549
H 1.4074 -3.3037 0.5355
H 3.8879 -1.2530 1.1021
H 3.2150 -1.8921 -1.1250
H 1.4413 -3.1910 2.3666
H -2.4732 3.3366 1.2163
C 3.6777 0.8634 1.0062
C 2.1837 0.5933 -2.6329
H 0.3379 1.4706 -1.9279
C -1.4943 -4.1474 0.4339
Be 1.5292 0.2097 -0.1325
H 2.4034 1.3695 -3.3915
H 1.6737 -0.2294 -3.1834
H 3.3721 2.9348 0.4435
P -0.7629 -2.8665 1.4268
H -1.6682 -2.1219 3.5555
H -1.5484 3.6365 -0.2543
N -1.2977 -1.5159 0.6324
H 4.6810 1.0783 1.4457
H -3.5701 1.4363 -2.8961

Atoms 1-6, force components in eV/Å:
0.2 -0.3 0.0
-0.3 0.5 1.3
0.0 0.1 -0.1
-0.9 1.3 -0.4
0.1 -0.3 0.0
0.2 -0.6 0.7

Output
Gap between HOMO and LUMO (alpha / beta) ... 0.1683 / 0.1682 hartree
Lowest unoccupied orbital energy (alpha / beta) ... -0.007 / -0.007 Eh
E ... -1778.3412 Eh
M ... 340.5 g/mol


# 5
Computed, not measured: 7 unconnected molecules or ions with the total composition C23H43BO6, with wB97M-V/def2-TZVPD.

Geometry (Å):
C 0.8527 7.2397 -4.0908
H -2.5158 4.7017 0.7218
H 0.9072 -6.9929 5.1587
H -0.3617 4.0702 4.9236
C 0.6873 6.3819 -5.3237
C -2.1774 -3.4693 3.3490
H -4.2645 4.4465 0.8140
C -0.6179 -1.6147 0.3558
H 0.0605 -8.1437 6.3557
H 3.6934 4.1467 -5.6081
H -1.1562 7.9437 -3.8463
H 4.9570 2.4461 -8.0119
H 3.7440 -10.9136 1.9986
C 4.7017 3.4938 -8.1789
H 1.5267 0.2330 0.4959
H 0.7945 3.1316 3.9659
C 0.0962 -0.9858 1.5245
C 0.0811 -7.6561 5.3883
O 1.6856 -9.3782 0.2889
H -0.7689 6.5046 -2.8900
H -1.6216 -1.9095 0.6521
C -0.3805 7.4575 -3.2523
C -4.9312 6.3877 -1.1491
H -0.1335 8.0871 -2.4004
C -0.8807 -7.8658 4.4841
H -0.0449 6.8282 -5.9979
H -5.0721 7.2549 -0.5018
H -2.4284 1.1309 3.6534
H -1.5467 -8.7247 4.5130
O 1.9229 7.7210 -3.7970
H -3.1963 -6.4771 3.9081
H 5.4197 4.1151 -7.6411
B -1.0538 -6.7987 3.3802
C -3.4827 5.1762 0.5977
H -4.9135 6.7126 -2.1867
O -2.7561 5.5660 -1.6348
H -3.5712 6.0021 1.3067
H 0.3437 5.3866 -5.0375
C 1.2494 -9.7069 2.6040
C 3.3024 3.7722 -7.6834
C -2.3016 -4.6622 3.3140
O -0.4384 -0.8610 2.6037
C -2.4619 -6.1061 3.1929
C -1.6091 1.6468 4.1475
C -0.1199 3.7250 3.9170
H 1.9121 -0.0874 2.2012
H -0.0720 -2.4961 0.0155
H 1.6407 6.3008 -5.8402
H -0.6793 -0.9029 -0.4690
O -1.8339 3.1987 2.3574
H -2.0619 -2.4146 3.2529
H 1.2979 -10.7037 3.0464
H -1.9105 1.9118 5.1629
H 4.7614 3.7135 -9.2421
H 2.0032 3.7584 -5.9944
O 2.4362 4.1773 -8.4214
H 4.0204 -9.1898 2.2959
H 2.1345 -1.3588 0.9806
H -0.1275 -6.4899 2.6939
C 1.5101 -0.5182 1.2871
H 1.5748 -8.9753 3.3426
C 3.6028 -9.9111 1.5914
C 2.1316 -9.6391 1.3809
H 3.2265 2.4719 -5.9795
C -1.2516 2.8862 3.3716
H -2.8184 -6.3370 2.1827
C -3.6318 5.6946 -0.8095
H 0.0433 4.5847 3.2713
C 3.0396 3.5204 -6.2175
H -0.7481 0.9801 4.1911
H -5.7691 5.7049 -0.9992
H 4.1270 -9.8315 0.6423
H 0.2221 -9.4914 2.3218

Atoms 1-6, force components in eV/Å:
0.0 0.0 0.0
0.0 0.0 0.0
-0.2 0.4 0.3
0.1 -0.1 0.0
0.2 0.1 0.0
0.0 -0.1 -0.2

Output
Gap between HOMO and LUMO ... 0.3526 hartree
SMILES ... C#CCBC=C.CC(C)=O.CC(C)=O.CC(C)=O.CC(C)=O.CC(C)=O.CC(C)=O
Lowest unoccupied orbital energy ... 0.013 Eh
E ... -1378.3278 Eh
M ... 426.4 g/mol


# 6
Computed, not measured: a molecular structure, C4H13AgBF6NO9S2 at a distorted geometry, with wB97M-V/def2-TZVPD.

Geometry (Å):
C 27.9831 -14.7007 25.3543
H 30.6458 -15.2508 19.3948
H 29.6935 -16.3563 20.4336
C 26.0877 -18.1080 23.3953
H 26.8247 -12.3069 20.5997
C 27.2891 -18.3307 18.7414
H 25.3956 -19.1663 18.8723
F 28.8608 -14.9598 26.3240
O 27.2405 -17.5357 19.6751
C 26.0172 -18.7104 18.1017
O 25.1585 -14.5845 21.1085
F 27.6358 -13.4363 25.5121
O 27.3547 -13.1039 20.5958
H 29.3521 -14.6297 20.4846
N 27.6548 -15.9651 22.7249
F 25.2940 -17.2102 23.9862
O 28.2957 -17.5141 24.7811
S 27.9009 -17.3648 23.3657
H 26.0371 -13.8223 18.2382
H 26.1569 -19.4987 17.3619
F 26.8948 -15.5214 25.4617
O 30.0701 -15.5757 23.7721
H 24.3909 -14.3803 21.6427
Ag 27.4020 -15.3713 20.6179
O 28.7188 -13.5696 22.9232
O 26.1526 -14.7509 18.4397
H 26.5760 -15.1144 17.6620
O 28.3190 -18.6544 18.2127
B 29.6915 -15.4420 19.8607
S 28.7830 -14.9160 23.5804
H 29.0628 -15.6644 19.0125
H 25.1861 -13.8884 20.4521
O 28.6020 -18.2840 22.5265
H 25.4184 -17.9801 17.5574
F 26.0395 -19.2387 24.1723
F 25.6744 -18.3884 22.1218
H 28.2446 -12.8012 20.7766

Atoms 1-6, force components in eV/Å:
-0.1 -1.2 -0.4
3.6 1.0 -1.7
0.5 -3.3 2.3
1.6 0.2 0.1
-0.2 0.3 0.2
0.7 -0.6 -3.6

Output
Gap between HOMO and LUMO (alpha / beta) ... 0.2836 / 0.1904 hartree
Lowest unoccupied orbital energy (alpha / beta) ... 0.068 / -0.008 Eh
E ... -2459.3339 Eh
Multiplicity ... 2
M ... 515.9 g/mol
Charge ... -1